A cluster of 2 separate species, C24H31ClN4O3 in total in a non-equilibrium geometry, computed with ωB97M-V/def2-TZVPD.

Calculated values
SMILES: Cc1[nH]c(-c2cc(N)ccc2Cl)c2c1C(=O)CC=CC2.CNC(=O)[C@@H](NC(C)=O)C(C)C
Energy above the lowest of the compared OMol25 structures with the same formula, charge and spin: 17.77 kcal per mole
Highest occupied orbital energy: -8.15 eV

Bonds (Å) are listed after each position.
Element x y z (Å)
1 C -0.998 -3.972 -1.513  C2 1.506, H21 1.094, H22 1.092, H23 1.093
2 C -0.435 -2.652 -1.971  C1 1.506, N3 1.388, C14 1.384
3 N 0.824 -2.212 -1.586  C2 1.388, C4 1.386, H24 1.018
4 C 1.118 -0.974 -2.135  N3 1.386, C5 1.462, C13 1.375
5 C 2.331 -0.217 -1.828  C4 1.462, C6 1.402, C11 1.407
6 C 2.543 0.177 -0.499  C5 1.402, C7 1.392, H25 1.083
7 C 3.672 0.908 -0.142  C6 1.392, N8 1.383, C9 1.393
8 N 3.847 1.328 1.164  C7 1.383, H26 1.018, H27 1.019
9 C 4.617 1.237 -1.112  C7 1.393, C10 1.400, H28 1.085
10 C 4.421 0.845 -2.442  C9 1.400, C11 1.399, H29 1.086
11 C 3.282 0.121 -2.809  C5 1.407, C10 1.399, Cl12 1.750
12 Cl 3.095 -0.366 -4.479  C11 1.750
13 C 0.037 -0.611 -2.903  C4 1.375, C14 1.469, C20 1.510
14 C -0.972 -1.673 -2.790  C2 1.384, C13 1.469, C15 1.482
15 C -2.309 -1.653 -3.427  C14 1.482, O16 1.226, C17 1.532
16 O -3.150 -2.502 -3.151  C15 1.226
17 C -2.772 -0.489 -4.309  C15 1.532, C18 1.509, H30 1.093, H31 1.094
18 C -1.768 -0.146 -5.383  C17 1.509, C19 1.377, H32 1.087
19 C -0.538 0.396 -5.085  C18 1.377, C20 1.506, H33 1.086
20 C -0.113 0.682 -3.669  C13 1.510, C19 1.506, H34 1.094, H35 1.093
21 H -0.234 -4.751 -1.591  C1 1.094
22 H -1.851 -4.285 -2.117  C1 1.092
23 H -1.320 -3.897 -0.471  C1 1.093
24 H 1.462 -2.740 -0.995  N3 1.018
25 H 1.810 -0.078 0.255  C6 1.083
26 H 3.003 1.482 1.711  N8 1.018
27 H 4.618 1.973 1.329  N8 1.019
28 H 5.502 1.802 -0.843  C9 1.085
29 H 5.155 1.100 -3.201  C10 1.086
30 H -2.952 0.382 -3.674  C17 1.093
31 H -3.722 -0.752 -4.782  C17 1.094
32 H -2.018 -0.345 -6.422  C18 1.087
33 H 0.159 0.612 -5.890  C19 1.086
34 H -0.857 1.312 -3.173  C20 1.094
35 H 0.826 1.241 -3.676  C20 1.093
36 C -1.599 3.052 5.492  N37 1.461, H48 1.091, H49 1.091, H50 1.092
37 N -1.284 2.012 4.514  C36 1.461, C38 1.337, H51 1.016
38 C -0.630 2.214 3.366  N37 1.337, O39 1.224, C40 1.538
39 O -0.203 3.318 3.055  C38 1.224
40 C -0.366 1.018 2.436  C38 1.538, N41 1.484, C45 1.548, H52 1.089
41 N 0.195 -0.178 3.112  C40 1.484, C42 1.335, H53 1.006
42 C -0.385 -0.939 4.042  N41 1.335, C43 1.509, O44 1.223
43 C 0.448 -2.073 4.588  C42 1.509, H54 1.088, H55 1.088, H56 1.089
44 O -1.526 -0.771 4.448  C42 1.223
45 C -1.616 0.688 1.583  C40 1.548, C46 1.535, C47 1.534, H57 1.090
46 C -1.941 1.833 0.615  C45 1.535, H58 1.090, H59 1.091, H60 1.090
47 C -1.443 -0.579 0.737  C45 1.534, H61 1.087, H62 1.089, H63 1.090
48 H -1.908 2.598 6.434  C36 1.091
49 H -2.409 3.678 5.112  C36 1.091
50 H -0.722 3.679 5.664  C36 1.092
51 H -1.604 1.067 4.701  N37 1.016
52 H 0.393 1.362 1.734  C40 1.089
53 H 1.132 -0.441 2.855  N41 1.006
54 H 0.706 -2.754 3.779  C43 1.088
55 H 1.353 -1.673 5.042  C43 1.088
56 H -0.131 -2.607 5.340  C43 1.089
57 H -2.471 0.541 2.243  C45 1.090
58 H -2.144 2.751 1.166  C46 1.090
59 H -1.105 2.001 -0.065  C46 1.091
60 H -2.829 1.583 0.033  C46 1.090
61 H -0.570 -0.473 0.098  C47 1.087
62 H -1.330 -1.455 1.373  C47 1.089
63 H -2.322 -0.733 0.111  C47 1.090